Record 1
A structure of composition C26H16Cl2IN3OPdS3 at a distorted geometry, computed with ωB97M-V/def2-TZVPD.

The geometry in XYZ format:
```
53
C26H16Cl2IN3OPdS3 (ωB97M-V/def2-TZVPD)
I 0.26 -0.54 3.46
Pd 0.08 0.60 0.57
Cl -4.33 3.03 1.03
Cl -1.36 7.34 -0.07
S -3.43 -0.09 -0.62
S -5.64 -1.74 0.52
S -0.67 -0.19 -1.91
O -1.76 1.58 0.84
N -3.32 -2.65 -0.61
N 0.66 2.60 0.12
N -2.14 -2.25 -1.15
C -0.42 3.44 0.20
C 4.49 -0.03 0.14
C -2.69 5.05 0.39
C -2.41 -4.87 -0.74
C -3.52 -4.02 -0.54
C 3.10 -0.17 0.31
C 2.08 4.47 -0.27
C 4.98 0.30 -1.13
C -4.77 -4.60 -0.33
C -2.57 -6.23 -0.72
C 7.17 0.63 -0.21
C 1.00 5.35 -0.25
C -2.00 -0.98 -1.23
C 5.38 -0.06 1.22
C -2.79 3.70 0.61
C -4.17 -1.63 -0.24
C -1.67 2.83 0.55
C 1.87 3.12 -0.10
C -4.91 -5.97 -0.30
C -0.29 4.84 0.00
C 1.89 -0.11 0.36
C -1.45 5.61 0.10
C -0.50 -1.10 1.48
C -3.82 -6.81 -0.49
C 6.31 0.63 -1.30
C 6.70 0.27 1.04
H -5.64 -3.97 -0.19
H -1.58 -1.17 1.62
H 2.70 2.42 -0.14
H -3.56 5.68 0.47
H 5.00 -0.32 2.20
H 7.37 0.28 1.90
H -1.71 -6.87 -0.89
H 1.15 6.41 -0.40
H -5.89 -6.40 -0.14
H 8.21 0.92 -0.33
H 6.68 0.90 -2.28
H -0.07 -2.08 1.27
H 3.09 4.84 -0.43
H -1.45 -4.42 -0.93
H -3.94 -7.88 -0.47
H 4.30 0.31 -1.96
```

Orbital gap, eV: 4.75
Energy above the lowest of the compared OMol25 structures with the same formula, charge and spin, kJ/mol: 86.5
Total energy, eV: -102870.82694
LUMO, eV: 4.024
E_HOMO, eV: -0.73
Net charge: -2
Max |F|, Eh/bohr: 0.0398

=====

Record 2
A structure of composition C26H16F3I2NO2S2Ti at a distorted geometry, computed with ωB97M-V/def2-TZVPD.

The geometry in XYZ format:
```
53
C26H16F3I2NO2S2Ti (ωB97M-V/def2-TZVPD)
I -1.81 -0.52 5.38
I -3.56 2.57 4.97
Ti -1.55 0.03 2.19
S 0.72 0.36 3.09
S -1.36 2.46 1.81
F 3.05 -3.04 -4.54
F 3.91 -1.35 -3.51
F 4.66 -3.33 -3.14
O -3.30 -0.05 2.62
O -5.28 -0.73 1.84
N -2.19 -0.01 0.36
C 0.27 -2.89 -1.45
C 3.12 2.97 1.18
C 1.17 -2.92 -2.49
C -4.13 -0.40 1.66
C 2.09 -2.56 0.11
C -1.50 0.16 -0.81
C -3.50 -0.32 0.32
C -0.12 0.44 -0.77
C -2.16 0.07 -2.06
C -0.08 0.61 -3.16
C 0.58 0.66 -1.93
C -3.54 -0.28 -2.07
C 2.22 3.87 0.62
C 2.53 -2.77 -2.23
C 2.99 -2.62 -0.93
C -1.68 1.62 5.29
C 0.86 3.72 0.83
C 2.65 1.93 1.97
C -0.91 -1.89 1.79
C 0.38 2.66 1.60
C -4.19 -0.47 -0.88
C -0.20 -2.35 0.91
C 1.28 1.75 2.17
C -1.42 0.32 -3.23
C 0.71 -2.66 -0.14
C 3.52 -2.64 -3.35
H -1.93 0.28 -4.19
H 4.06 -2.55 -0.74
H -0.79 -2.97 -1.64
H 0.38 0.47 0.19
H 0.83 -3.05 -3.51
H -4.05 -0.38 -3.02
H -1.01 1.87 4.47
H 4.18 3.09 1.01
H 3.34 1.23 2.41
H -1.29 1.96 6.24
H 2.58 4.68 0.00
H 0.48 0.78 -4.07
H 1.63 0.88 -1.87
H -5.23 -0.74 -0.84
H 2.42 -2.39 1.13
H 0.16 4.41 0.40
```

Orbital gap (alpha / beta), eV: 5.54 / 6.01
Total energy, eV: -101950.59452
LUMO (alpha / beta), eV: 1.781 / 1.631
Spin multiplicity: 2
E_HOMO (alpha / beta), eV: -3.76 / -4.37
Net charge: -1
Max |F|, Eh/bohr: 0.0773

=====

Record 3
A structure of composition C26H17AuN4O3Se at a distorted geometry, computed with ωB97M-V/def2-TZVPD.

The geometry in XYZ format:
```
52
C26H17AuN4O3Se (ωB97M-V/def2-TZVPD)
Au -0.08 0.07 -0.03
Se -5.03 5.06 3.16
O 1.82 -0.28 -0.97
O 0.09 -2.23 -0.54
O 3.47 -1.66 -1.62
N -0.17 2.17 0.67
N -3.37 5.19 2.65
N -5.12 3.39 2.68
N -2.04 0.23 0.72
C -2.38 1.45 1.18
C 2.88 -3.66 0.53
C -1.65 3.77 1.65
C 1.82 -3.79 -0.36
C 1.06 -2.90 -2.65
C 2.38 -5.80 1.50
C -2.92 -0.75 0.73
C 0.61 4.37 1.10
C 1.67 -3.97 -4.73
C 1.25 -2.70 -1.21
C 1.08 -4.98 -0.34
C -1.38 2.48 1.16
C -3.67 1.69 1.69
C 1.89 -3.78 -3.38
C -4.21 -0.59 1.21
C 3.17 -4.66 1.44
C 1.36 -5.97 0.58
C -3.96 3.01 2.18
C 0.65 -3.28 -5.38
C -0.62 4.72 1.61
C 2.40 -1.31 -1.28
C -4.59 0.65 1.70
C -2.96 4.03 2.16
C 0.80 3.06 0.62
C -0.15 -2.38 -4.68
C 0.05 -2.19 -3.33
H -4.89 -1.42 1.20
H -0.68 -2.54 -1.03
H -2.58 -1.71 0.35
H 3.51 -2.78 0.51
H 4.00 -4.54 2.12
H 2.29 -4.66 -5.27
H -0.82 5.71 1.99
H 2.67 -4.31 -2.85
H -0.94 -1.84 -5.18
H 0.76 -6.87 0.60
H 0.49 -3.42 -6.44
H 2.57 -6.55 2.25
H 1.43 5.07 1.06
H -5.58 0.83 2.09
H 1.74 2.74 0.21
H -0.55 -1.46 -2.80
H 0.27 -5.12 -1.05
```

Orbital gap (alpha / beta), eV: 3.92 / 3.92
Total energy, eV: -108361.17770
LUMO (alpha / beta), eV: -10.044 / -10.045
E_HOMO (alpha / beta), eV: -13.97 / -13.97
Net charge: +2
Max |F|, Eh/bohr: 0.0587

=====

Record 4
A structure of composition C26H18AsCl2NO4Pt at a distorted geometry, computed with ωB97M-V/def2-TZVPD.

The geometry in XYZ format:
```
53
C26H18AsCl2NO4Pt (ωB97M-V/def2-TZVPD)
Pt 0.17 -0.17 2.06
As 0.88 -1.00 -0.08
Cl -0.02 -1.74 4.07
Cl 1.19 0.94 4.48
O -6.16 2.97 1.80
O 0.27 3.49 0.62
O 0.75 1.42 1.20
O -4.82 4.61 1.02
N -1.64 0.98 2.19
C -2.04 1.10 -2.32
C -3.97 1.38 2.39
C -2.57 3.02 1.36
C 2.49 -0.23 -0.77
C -0.13 2.46 1.09
C -0.56 -4.74 -1.19
C 0.77 -2.79 -0.76
C 1.73 -4.66 -1.91
C -2.86 0.59 2.60
C -0.13 0.08 -1.30
C 3.21 1.42 -2.35
C 0.19 1.79 -2.96
C -1.51 0.19 -1.41
C 3.79 -0.45 -0.36
C -5.08 3.50 1.51
C 4.82 0.27 -0.96
C 4.52 1.20 -1.95
C -0.44 -3.47 -0.65
C -1.19 1.89 -3.08
C 1.86 -3.38 -1.38
C 1.03 -0.69 5.11
C -1.51 2.17 1.57
C 0.73 0.88 -2.05
C 0.52 -5.34 -1.82
C 2.18 0.71 -1.76
C -3.85 2.62 1.77
H 2.58 -5.13 -2.40
H 0.83 2.43 -3.54
H -2.17 -0.41 -0.79
H 5.84 0.11 -0.65
H 2.80 -2.86 -1.48
H -1.61 2.62 -3.77
H -2.91 -0.37 3.08
H 5.32 1.76 -2.42
H 2.00 -1.16 5.13
H -3.11 1.21 -2.41
H -4.96 1.07 2.70
H -1.51 -5.27 -1.11
H 4.01 -1.15 0.43
H -1.29 -3.01 -0.16
H 0.43 -6.33 -2.23
H -2.44 3.97 0.87
H 3.00 2.16 -3.11
H 0.56 -0.67 6.08
```

Orbital gap, eV: 6.04
Energy above the lowest of the compared OMol25 structures with the same formula, charge and spin, kJ/mol: 71.9
Total energy, eV: -126062.83307
LUMO, eV: -1.546
E_HOMO, eV: -7.59
Max |F|, Eh/bohr: 0.0200

=====

Record 5
A structure of composition C26H18CdCl2N6O2S2 at a distorted geometry, computed with ωB97M-V/def2-TZVPD.

The geometry in XYZ format:
```
57
C26H18CdCl2N6O2S2 (ωB97M-V/def2-TZVPD)
Cd -0.10 -0.04 0.07
Cl 3.69 -1.46 5.69
Cl 5.61 -2.35 3.31
S -5.18 -0.83 0.01
S -0.80 -5.31 -0.23
O 3.72 -1.38 -1.26
O 0.08 1.61 4.00
N 0.46 0.32 2.10
N -2.64 -0.69 -0.08
N 1.99 -0.61 0.08
N 0.45 -0.22 -2.17
N -0.61 -2.78 -0.08
N -0.57 2.35 0.61
C -0.05 1.33 2.81
C -1.90 4.47 1.79
C -1.63 4.48 0.43
C -0.33 -0.14 -3.25
C -3.71 0.06 -0.04
C -0.77 2.37 1.93
C 1.33 -1.16 -4.62
C -4.31 -2.28 -0.04
C 1.63 -0.37 2.45
C -2.97 -2.03 -0.09
C -0.97 3.40 -0.12
C 0.12 -3.86 -0.11
C 1.61 -3.96 -0.05
C 2.14 -1.22 -3.50
C 2.47 -0.80 1.38
C -1.45 3.41 2.55
C 4.08 -1.59 3.00
C -3.76 1.55 -0.03
C -1.95 -3.09 -0.14
C -2.24 -4.41 -0.23
C 2.58 -0.94 -1.05
C 1.67 -0.76 -2.28
C 2.03 -0.59 3.76
C 0.06 -0.61 -4.49
C 3.25 -1.20 4.04
C 3.70 -1.38 1.68
H -4.20 1.93 -0.95
H -1.57 3.37 3.63
H -0.75 3.35 -1.18
H -4.36 1.91 0.81
H 1.98 -3.47 0.85
H -1.31 0.31 -3.11
H -4.81 -3.24 -0.02
H 4.36 -1.67 0.88
H -2.43 5.30 2.25
H -2.76 1.95 0.07
H -0.61 -0.53 -5.34
H 1.92 -5.00 -0.04
H 1.40 -0.26 4.57
H 3.14 -1.63 -3.53
H 1.67 -1.53 -5.57
H 2.08 -3.47 -0.90
H -1.92 5.31 -0.20
H -3.20 -4.89 -0.29
```

Orbital gap, eV: 6.89
Energy above the lowest of the compared OMol25 structures with the same formula, charge and spin, kJ/mol: 0.0
Total energy, eV: -91572.04699
LUMO, eV: -0.083
E_HOMO, eV: -6.98
Max |F|, Eh/bohr: 0.0198

=====

Record 6
A structure of composition C26H18Cl5N5OS2Zr, computed with ωB97M-V/def2-TZVPD.

The geometry in XYZ format:
```
58
C26H18Cl5N5OS2Zr (ωB97M-V/def2-TZVPD)
Zr 0.24 0.06 -0.55
Cl 3.15 2.51 -6.99
Cl 3.98 0.14 -5.11
Cl 0.72 4.30 -6.21
Cl 2.32 -0.37 -2.47
Cl -0.87 3.73 -3.57
S 1.48 -2.07 -0.02
S 1.58 1.57 0.93
O 0.15 1.41 -2.10
N -3.17 -4.92 -0.57
N -0.66 -0.76 1.66
N -4.93 -2.34 -3.86
N -1.30 -1.16 -1.62
N -1.47 1.61 0.20
C 0.39 5.41 0.67
C -1.23 0.41 2.37
C 0.82 1.68 -3.20
C -2.53 1.67 -0.85
C 0.41 -1.37 3.82
C 0.42 -1.37 2.43
C 2.27 2.20 -5.55
C -1.69 -1.81 1.45
C -2.13 -1.94 -1.87
C 0.55 2.99 0.68
C 2.64 1.15 -4.72
C -2.14 1.19 1.46
C -3.12 -2.85 -2.10
C 1.42 -2.05 1.75
C 1.18 3.00 -5.20
C 2.41 -2.71 2.46
C -4.12 -2.58 -3.07
C 1.91 0.91 -3.56
C -0.81 2.92 0.37
C 0.46 2.75 -4.04
C -0.96 5.33 0.38
C 2.41 -2.70 3.84
C 1.13 4.25 0.82
C 1.41 -2.03 4.53
C -1.56 4.09 0.23
C -3.16 -4.00 -1.27
H 0.88 6.37 0.78
H -0.36 -0.86 4.37
H -2.89 0.67 -1.04
H -3.37 2.28 -0.51
H -3.00 0.57 1.18
H -2.61 4.05 0.00
H -2.12 2.09 -1.76
H -1.82 0.08 3.23
H 3.19 -3.23 1.92
H -1.55 6.23 0.26
H -2.50 -1.44 0.81
H 1.40 -2.01 5.61
H -2.10 -2.12 2.41
H 2.19 4.30 1.05
H -2.53 2.07 1.98
H -0.40 1.02 2.72
H 3.19 -3.22 4.39
H -1.24 -2.66 0.96
```

Orbital gap, eV: 7.65
Energy above the lowest of the compared OMol25 structures with the same formula, charge and spin, kJ/mol: 0.0
Total energy, eV: -122318.92279
LUMO, eV: -0.945
E_HOMO, eV: -8.59
Max |F|, Eh/bohr: 0.0088

=====

Record 7
A structure of composition C26H18F5N4O3PPdS at a distorted geometry, computed with ωB97M-V/def2-TZVPD.

The geometry in XYZ format:
```
59
C26H18F5N4O3PPdS (ωB97M-V/def2-TZVPD)
Pd 0.21 -0.33 -2.18
S 3.41 -2.06 -1.71
P 0.76 -0.42 -0.11
F -2.66 1.24 -3.48
F -5.21 0.64 -2.91
F -1.37 -3.10 -2.02
F -5.87 -1.82 -1.93
F -3.94 -3.68 -1.53
O 3.42 -0.77 -2.39
O 4.64 -2.82 -1.88
O 2.20 -2.84 -1.90
N 0.47 3.86 -2.34
N -0.77 2.45 -0.92
N -0.69 4.73 -0.55
N 0.92 1.72 -3.53
C -2.53 -2.88 2.07
C -0.13 1.53 1.87
C -0.31 3.63 -1.31
C 4.53 -2.03 0.78
C 0.71 3.80 1.86
C 4.63 -1.82 2.14
C -0.48 -1.39 0.86
C -4.58 -1.52 -2.21
C -4.23 -0.28 -2.70
C -2.27 -2.13 -2.27
C -1.21 -3.30 2.16
C 0.73 2.75 -3.04
C -1.86 -0.89 -2.74
C 2.44 -0.85 2.10
C -2.90 -0.01 -2.97
C 1.57 3.46 0.82
C -3.59 -2.46 -2.01
C -2.84 -1.73 1.35
C 3.40 -1.66 0.06
C -0.14 2.83 2.38
C 3.57 -1.23 2.81
C -0.20 -2.55 1.57
C 2.33 -1.04 0.72
C 0.72 1.19 0.82
C -1.82 -1.01 0.74
C 1.57 2.17 0.31
H 0.70 4.80 2.26
H -3.87 -1.42 1.23
H 5.33 -2.51 0.23
H 1.62 -0.39 2.64
H 2.23 4.20 0.40
H -0.65 4.54 0.44
H -1.55 2.41 -0.29
H -2.08 -0.16 0.12
H -0.49 1.57 -1.39
H -0.96 -4.21 2.69
H 0.83 -2.90 1.64
H 3.61 -1.05 3.88
H -0.81 3.08 3.19
H 5.52 -2.12 2.67
H -3.32 -3.47 2.52
H -0.14 5.53 -0.80
H -0.80 0.79 2.28
H 2.21 1.92 -0.54
```

Orbital gap, eV: 5.29
Energy above the lowest of the compared OMol25 structures with the same formula, charge and spin, kJ/mol: 64.0
Total energy, eV: -76548.71314
LUMO, eV: 4.382
E_HOMO, eV: -0.91
Net charge: -2
Max |F|, Eh/bohr: 0.0300

=====

Record 8
A structure of composition C26H19BBrCeF4N7O2S2 at a distorted geometry, computed with ωB97M-V/def2-TZVPD.

The geometry in XYZ format:
```
63
C26H19BBrCeF4N7O2S2 (ωB97M-V/def2-TZVPD)
Ce 0.13 0.15 1.19
Br -0.52 0.51 7.05
S -2.78 -0.13 -4.03
S -2.40 -0.90 0.11
F 0.74 2.74 0.92
F -0.49 4.16 2.22
F -1.50 2.42 1.09
F -0.05 2.03 2.94
O -1.72 0.48 -4.85
O -3.64 -1.10 -4.60
N 1.99 -0.47 2.88
N 2.12 -1.02 0.29
N 0.55 1.29 -3.56
N 2.48 -1.16 -1.00
N -2.11 -0.76 -2.63
N 0.82 0.50 -1.36
N -1.02 -0.81 3.16
C -3.52 0.85 -1.84
C -0.41 -1.87 5.63
C 2.23 -0.01 4.12
C 2.74 -0.52 -6.02
C -4.81 2.85 -1.48
C 3.23 -2.51 3.48
C -0.42 -2.74 4.50
C 2.89 -0.75 5.12
C -0.73 -0.52 5.49
C 1.55 0.51 -4.09
C 0.25 1.31 -2.26
C -3.70 1.07 -3.19
C 2.19 -0.38 -3.20
C -2.63 -0.28 -1.54
C 3.37 -1.37 -5.05
C 3.13 -1.27 -3.70
C -4.40 2.12 -3.74
C -4.05 1.79 -0.94
C 3.40 -2.01 4.81
C 1.86 -0.37 -1.81
C 1.81 0.38 -5.50
C -4.98 2.99 -2.85
C -0.76 -2.12 3.30
C -1.16 -0.04 4.27
C 2.58 -1.64 2.55
C 2.71 -1.87 1.13
B -0.32 2.89 1.80
H 3.85 -2.68 5.60
H -5.60 3.84 -3.17
H 3.34 -2.66 0.71
H 4.14 -2.06 -5.40
H -4.37 2.37 -4.83
H 3.49 -3.54 3.16
H 2.03 1.06 4.25
H -5.28 3.52 -0.82
H -3.72 1.63 0.11
H -0.28 1.47 -4.19
H 3.61 -1.86 -2.90
H -1.69 0.91 4.20
H 1.24 1.05 -6.18
H -0.02 -2.19 6.57
H -0.74 -2.67 2.33
H 2.87 -0.40 6.12
H 3.14 -0.43 -7.03
H -0.12 -3.81 4.54
H -0.49 2.04 -1.90
```

Orbital gap (alpha / beta), eV: 4.32 / 4.35
Energy above the lowest of the compared OMol25 structures with the same formula, charge and spin, kJ/mol: 30.8
Total energy, eV: -157974.54009
LUMO (alpha / beta), eV: -9.604 / -9.580
E_HOMO (alpha / beta), eV: -13.92 / -13.93
Net charge: +2
Max |F|, Eh/bohr: 0.0675

=====

> Which of these has the lowest max |F|?

C26H18Cl5N5OS2Zr

=====

> The lowest total energy belongs to which entry?

C26H19BBrCeF4N7O2S2